C44H66N9O5 | wB97M-V/def2-TZVPD

The geometry in XYZ format:
```
124
Properties=species:S:1:pos:R:3:forces:R:3
N -17.2987 15.1383 -9.9697 2.2 -0.2 -1.7
O -17.5676 15.6265 -11.0616 -0.9 1.1 -0.8
O -16.3870 15.6113 -9.2993 0.8 1.6 1.5
O -17.7224 14.0340 -9.6827 -1.8 -2.5 1.2
C -18.1598 15.2007 -6.1738 0.5 -0.6 1.1
C -18.6313 13.7201 -6.0601 2.1 0.3 -1.5
C -19.5246 13.4814 -4.8568 -0.1 -0.2 -0.1
O -18.7717 13.6688 -3.6590 -1.1 -0.2 -0.8
C -19.6101 13.3327 -2.5395 0.2 0.1 2.0
N -19.2863 13.3869 -7.4190 -1.6 -0.1 2.2
H -18.7268 13.4763 -8.2551 1.0 0.9 -0.6
H -19.7020 12.4674 -7.4593 -0.1 -0.7 0.3
H -20.0813 14.0098 -7.4223 -0.5 0.5 -0.8
H -19.0260 15.8611 -6.1322 0.1 0.2 -0.1
H -17.4254 15.5083 -6.9183 -0.6 -0.6 -1.0
H -17.5120 15.3936 -5.3187 -0.6 0.0 0.7
H -17.7985 13.0168 -6.0561 0.3 0.2 0.4
H -19.9619 12.4832 -4.8338 0.2 -0.4 -0.3
H -20.3846 14.1302 -5.0226 -0.3 0.6 0.8
H -20.2350 12.4436 -2.6235 -0.1 0.2 -0.8
H -20.1625 14.1635 -2.1007 -0.5 0.3 -1.0
H -19.0473 13.0945 -1.6369 1.1 -0.2 -0.5
C -18.5326 19.1049 -9.7879 -2.0 1.0 0.0
C -17.1098 19.4483 -9.5053 0.8 -2.1 -0.4
C -16.7831 18.9600 -8.0807 0.9 1.3 1.3
O -15.4119 18.8601 -7.6351 -1.2 -1.5 -0.6
C -14.6942 20.0597 -7.5336 0.6 1.3 -1.1
N -16.2942 18.6177 -10.5371 0.5 1.0 0.0
H -16.3280 17.6208 -10.3783 -0.1 -0.8 0.5
H -16.5776 18.7406 -11.4987 -0.8 0.3 -0.4
H -15.3319 18.9207 -10.5850 0.7 0.0 0.5
H -19.1420 19.6000 -9.0319 -0.1 0.0 0.1
H -18.8567 18.0642 -9.7846 0.8 -0.3 0.3
H -18.9546 19.4958 -10.7138 0.5 0.3 -0.2
H -16.8397 20.4923 -9.6642 -0.1 -0.1 -0.1
H -17.3192 18.0585 -7.7842 0.4 -0.4 -0.6
H -17.2060 19.7184 -7.4219 -0.5 0.3 -0.1
H -15.3288 20.9460 -7.5307 -0.2 0.0 0.5
H -14.0904 20.1978 -8.4305 0.3 -0.1 -0.2
H -13.9904 20.0794 -6.7015 -0.4 -0.2 0.2
C -22.5358 6.7857 -8.4868 -0.2 0.6 -0.3
N -22.2619 8.1115 -9.1665 -1.4 -1.3 0.8
C -23.3347 8.9739 -9.1904 1.4 2.8 -1.0
C -23.1592 10.2773 -9.7274 1.3 -2.5 0.2
C -21.8576 10.6176 -10.3105 -0.3 1.7 -0.7
C -20.8050 9.6205 -10.3057 -1.4 -1.3 0.8
C -21.0769 8.3697 -9.7408 0.1 1.7 0.0
C -21.6413 11.9662 -10.9438 0.9 -4.6 1.7
C -20.3565 12.3449 -11.3324 2.4 1.8 -0.7
C -20.0488 13.5646 -11.9235 -1.2 -1.2 1.3
N -21.0607 14.4668 -12.0669 0.3 -0.5 -0.7
C -22.3127 14.0767 -11.7274 -0.9 0.5 -0.3
C -22.6296 12.8568 -11.2223 -1.7 1.8 -0.1
C -20.8265 15.7345 -12.7260 0.5 1.1 0.2
H -21.6340 6.1773 -8.4173 -0.1 0.2 -0.1
H -23.3198 6.2690 -9.0403 0.2 -0.1 -0.1
H -22.9349 6.9817 -7.4916 0.2 0.1 0.0
H -24.2484 8.6473 -8.7162 0.0 -0.1 -0.1
H -23.9844 10.9741 -9.7317 0.0 -0.1 0.0
H -19.8545 9.7165 -10.8095 -0.1 0.3 0.0
H -20.3648 7.5674 -9.6161 0.1 0.1 -0.4
H -19.4577 11.8042 -11.0752 -0.2 -0.6 -0.1
H -19.0393 13.8771 -12.1463 -0.2 0.1 -0.1
H -23.0887 14.8050 -11.9117 0.0 0.0 -0.1
H -23.6749 12.6796 -11.0163 0.0 -0.1 0.0
H -21.7417 16.3205 -12.8108 0.0 -0.3 -0.1
H -20.3439 15.6484 -13.6995 -0.3 -0.4 -0.1
H -20.1267 16.3107 -12.1206 0.0 0.1 0.1
C -15.4457 6.3861 -8.1304 0.0 -0.1 -0.1
N -15.3287 7.4407 -9.2173 -1.9 -1.1 1.1
C -16.4747 7.6864 -9.9240 0.7 0.7 -0.5
C -16.4667 8.6841 -10.8626 0.0 0.1 -0.9
C -15.3019 9.3776 -11.1791 -1.2 -0.5 1.8
C -14.2162 9.1267 -10.3811 1.5 0.2 0.0
C -14.2350 8.1846 -9.3590 -0.3 -0.3 -1.1
C -15.3631 10.5091 -12.0937 2.1 -0.2 -1.6
C -15.9362 11.6923 -11.6938 -0.8 -0.5 1.7
C -15.7939 12.8674 -12.3543 -0.9 0.0 -1.5
N -15.2658 12.8053 -13.5994 1.0 -1.1 -0.8
C -14.7078 11.6631 -14.0414 0.6 -1.8 0.1
C -14.6437 10.4668 -13.2831 -1.1 1.8 0.4
C -15.1753 14.0024 -14.4660 -0.1 0.8 0.4
H -16.1064 5.5782 -8.4448 -0.1 0.3 -0.3
H -15.8791 6.8529 -7.2459 0.2 0.0 0.0
H -14.4978 5.8986 -7.9024 0.2 0.5 -0.1
H -17.4074 7.1560 -9.8009 0.4 -0.6 0.6
H -17.3064 8.9376 -11.4928 -0.5 -0.5 0.3
H -13.2926 9.6410 -10.6022 0.2 0.1 0.3
H -13.3842 7.9365 -8.7416 0.1 0.1 0.0
H -16.5143 11.5437 -10.7937 -0.1 1.0 0.3
H -16.2546 13.8090 -12.0945 0.0 0.1 0.3
H -14.2463 11.5921 -15.0153 -0.1 0.8 -0.3
H -14.1263 9.5587 -13.5553 0.1 0.2 -0.6
H -15.9337 14.6804 -14.0744 0.3 0.3 -0.2
H -15.3586 13.8650 -15.5316 -0.2 -0.7 0.2
H -14.1614 14.3925 -14.3768 -0.1 0.2 0.1
C -15.0473 17.2469 0.5618 -0.1 0.1 -0.6
N -15.0366 16.7654 -0.8559 2.1 -1.7 0.5
C -14.1300 15.7667 -1.1598 -1.2 1.1 -1.3
C -14.0279 15.3313 -2.4855 0.0 1.3 0.3
C -14.7791 15.9712 -3.5114 -1.3 -0.4 1.7
C -15.7727 16.8810 -3.0780 0.4 -0.2 -1.0
C -15.8682 17.2417 -1.7690 0.3 0.4 1.1
C -14.6696 15.4612 -4.9013 1.0 -1.3 0.5
C -14.2576 16.2990 -5.9373 -0.5 -0.6 0.0
C -13.9593 15.7341 -7.1714 0.3 -1.6 0.0
N -14.0820 14.3796 -7.3390 -1.2 -1.3 -0.3
C -14.4840 13.5339 -6.3374 0.4 1.6 0.7
C -14.7103 14.0361 -5.0599 -0.1 0.9 -1.6
C -14.0484 13.7150 -8.7134 -0.1 1.4 -0.2
H -14.0185 17.2262 0.9213 -0.3 -0.4 0.2
H -15.7546 16.5717 1.0434 0.3 0.4 0.6
H -15.3375 18.2974 0.5797 -0.4 -0.2 0.0
H -13.5032 15.3800 -0.3698 -0.1 0.1 0.1
H -13.2260 14.6401 -2.6991 -0.1 -0.2 -0.2
H -16.5089 17.4018 -3.6722 0.2 -0.3 -0.7
H -16.5629 17.9667 -1.3713 -0.2 0.1 -0.3
H -14.1993 17.3541 -5.7143 0.2 0.1 -0.5
H -13.4897 16.1906 -8.0301 -0.4 0.6 0.1
H -14.5572 12.4794 -6.5590 0.1 0.1 -0.2
H -14.9540 13.3314 -4.2786 -0.1 0.2 0.2
H -13.3814 12.8553 -8.7769 0.2 0.4 0.4
H -13.8334 14.5041 -9.4339 0.8 -0.1 0.1
H -15.0408 13.4455 -9.0748 -0.3 -0.2 0.9
```
Positions in Å, forces in eV/Å.

The value obtained for the HOMO-LUMO gap (alpha / beta) is 3.20 / 7.06 eV. As for the highest occupied orbital energy (alpha / beta): -0.6278 / -0.7698 Eh. The LUMO energy (alpha / beta) comes out at -0.5103 / -0.5103 Eh. Its net charge is +6. The expectation value of S² is 0.77. The multiplicity is 2.

---

C44H66O16S2 | wB97M-V/def2-TZVPD

The geometry in XYZ format:
```
128
Properties=species:S:1:pos:R:3:forces:R:3
C -1.5933 -3.8167 -3.9419 0.6 -0.7 0.2
S -3.2625 -4.2980 -4.4346 -0.8 -0.9 0.3
O -3.8655 -5.2284 -3.3650 1.2 2.0 -1.3
C -4.0341 -2.6454 -4.2943 0.2 -0.4 1.4
H -0.9816 -4.7159 -4.0147 -0.3 -0.5 0.7
H -1.6351 -3.4253 -2.9254 0.2 0.0 0.0
H -0.9859 -3.2056 -4.6095 -0.9 0.8 -0.3
H -3.7034 -1.9464 -5.0625 -0.3 -0.4 -0.2
H -3.7681 -2.2202 -3.3265 0.3 0.0 0.1
H -5.1021 -2.8281 -4.1752 0.0 0.1 -0.8
C -6.3915 -1.4895 0.8214 1.3 0.3 -0.3
S -5.4551 -1.3526 2.4126 -0.7 0.6 0.6
O -4.0497 -0.8522 2.2842 -0.5 -0.3 -0.8
C -6.4169 0.0962 2.9773 0.1 0.3 -0.1
H -7.4473 -1.2545 0.9563 0.1 -0.4 0.2
H -6.1611 -2.4642 0.3912 -0.5 -0.1 0.2
H -5.9823 -0.7635 0.1189 0.1 0.3 0.2
H -7.2611 -0.1595 3.6176 0.0 -0.3 -0.1
H -6.7611 0.6750 2.1202 0.0 0.0 0.1
H -5.7363 0.7272 3.5488 0.1 -0.2 0.0
C -3.9331 4.5623 4.4699 0.0 1.2 1.0
C -2.6633 4.5332 4.9523 2.2 -0.1 0.4
C -1.7632 3.5066 4.6318 -0.8 0.6 0.4
C -2.2152 2.5236 3.8008 -0.9 -0.8 -0.9
C -3.5573 2.5246 3.3432 0.5 -0.3 0.2
C -4.4242 3.5255 3.7283 -0.3 -0.1 -0.3
H -4.5155 5.4240 4.7609 -0.5 -0.1 -0.1
H -2.2405 5.2982 5.5866 -0.4 0.4 0.1
H -0.7798 3.4994 5.0784 0.1 -0.1 -0.2
H -1.5721 1.7107 3.4973 0.0 -0.1 0.0
H -3.9319 1.7176 2.7310 0.2 -0.2 0.0
H -5.4848 3.5741 3.5304 0.0 -0.5 -0.6
C -0.7030 -0.7824 -0.5906 1.9 2.1 2.1
C 0.2949 -0.2461 -1.4223 -1.8 -1.8 -1.3
C 1.2895 0.6301 -1.0598 -1.5 0.3 1.3
C 1.1827 1.0547 0.2744 2.0 1.2 0.4
C 0.2546 0.6535 1.2087 -1.1 -2.1 -1.3
C -0.6465 -0.3085 0.7557 -1.0 -1.4 -0.8
H -1.3798 -1.5313 -0.9747 -0.1 0.0 0.3
H 0.1461 -0.6883 -2.3963 0.9 0.5 -0.7
H 1.9707 1.0634 -1.7771 0.2 -0.3 0.2
H 1.9856 1.6738 0.6466 0.1 0.5 -0.1
H 0.1777 0.7654 2.2801 0.8 0.9 -0.1
H -1.2457 -0.7986 1.5087 -0.5 0.1 0.0
O 1.8418 -0.4625 4.8775 1.1 0.1 -1.6
C 2.6521 -0.6581 3.9916 -1.4 0.3 1.3
O 2.7902 0.1491 2.9096 -1.7 1.5 0.8
C 3.8171 -0.1764 2.0313 0.8 -1.9 1.1
C 4.6302 -1.2304 2.8734 -0.7 -0.1 -1.2
C 3.6435 -1.7769 3.9211 0.4 1.0 0.2
H 4.3797 0.7186 1.7656 -0.2 -0.4 -0.1
H 3.4150 -0.6953 1.1612 -0.1 0.4 -0.3
H 5.4016 -0.7188 3.4491 0.5 -0.4 -0.5
H 4.9119 -1.9524 2.1069 1.0 -0.2 0.6
H 4.1428 -1.7655 4.8899 -0.2 -0.5 0.0
H 3.0706 -2.6978 3.8117 0.4 -0.1 -0.4
O 0.5720 6.9838 -3.3769 -0.5 -2.3 -0.5
C 0.7575 5.7775 -3.2314 2.2 4.5 1.9
O 0.1779 4.7962 -3.8254 -3.7 0.5 -2.4
C 0.4075 3.5526 -3.2904 3.1 -2.3 0.3
C 1.8354 3.7655 -2.7574 -0.1 -1.1 1.3
C 1.8310 5.2310 -2.3435 1.6 -2.4 0.1
H 0.5896 2.8272 -4.0834 -1.0 0.0 -0.2
H -0.2873 3.1469 -2.5551 -0.4 0.6 0.0
H 2.5663 3.5102 -3.5247 -0.1 0.2 -0.2
H 2.1165 3.1862 -1.8779 -0.2 -0.4 -0.2
H 2.8777 5.4289 -2.5744 -0.3 1.6 0.1
H 1.6997 5.1771 -1.2628 -0.4 1.0 -0.1
O -0.5746 -3.8778 3.3595 -3.6 -0.9 -3.2
C -1.5818 -4.2015 2.6586 5.1 1.9 1.6
O -1.8270 -3.7109 1.4104 1.8 1.0 0.3
C -3.0413 -4.1291 0.8866 -2.5 -1.3 1.4
C -3.7693 -4.7483 2.1152 -0.5 -0.8 -0.3
C -2.6384 -5.0753 3.0975 -2.1 -0.5 0.3
H -2.9870 -4.9345 0.1541 0.8 0.2 -0.3
H -3.7289 -3.3744 0.5046 0.9 0.7 -0.2
H -4.3201 -5.5939 1.7031 0.0 -0.3 0.5
H -4.5006 -4.1361 2.6429 0.1 0.5 -0.5
H -2.3879 -6.1350 3.1466 0.3 0.2 0.0
H -2.8683 -4.6979 4.0939 -0.1 -0.5 0.1
O 5.6120 2.2066 -1.2893 0.2 0.8 3.8
C 5.6580 2.5482 -0.0908 -2.0 0.5 -4.6
O 4.4695 2.8909 0.5886 0.9 -0.9 -1.9
C 4.7757 3.0714 1.9322 0.7 -0.4 1.4
C 6.1735 2.5198 2.0769 0.1 1.0 3.6
C 6.8189 2.7876 0.7949 1.9 -1.0 -0.1
H 4.1650 2.5134 2.6419 -0.8 0.3 -0.4
H 4.8283 4.1218 2.2185 -0.5 0.2 -0.3
H 6.2666 1.5059 2.4661 -0.3 -0.2 -0.6
H 6.4789 3.1288 2.9277 1.1 -0.1 0.0
H 7.6463 2.0970 0.6317 -0.3 -0.4 -0.5
H 7.3673 3.7284 0.7472 -0.9 0.5 -0.4
O 0.2071 -5.9019 -0.0985 0.3 0.1 -1.1
C 0.8224 -5.2170 -0.8619 1.1 1.0 0.3
O 1.1406 -5.5674 -2.1764 -1.5 -1.9 0.9
C 2.0546 -4.7666 -2.8334 1.7 2.7 2.4
C 1.9463 -3.4035 -1.9790 -1.8 -0.2 -1.2
C 1.4093 -3.8011 -0.5834 0.7 -1.1 -1.6
H 1.8979 -4.6944 -3.9097 -0.5 0.1 0.3
H 3.0926 -5.0511 -2.6608 0.0 -0.9 -0.2
H 1.1054 -2.9256 -2.4815 0.2 0.8 -0.1
H 2.8117 -2.7415 -1.9487 -0.1 -0.2 -0.3
H 0.6032 -3.1953 -0.1695 0.3 0.2 0.0
H 2.3110 -3.8011 0.0290 -0.5 -0.5 0.8
O 2.7411 0.7066 -4.1082 1.8 -0.2 0.0
C 3.8656 0.3196 -3.8081 -2.7 1.8 -1.1
O 3.9965 -0.5990 -2.8802 0.0 -1.0 0.8
C 5.3402 -0.9353 -2.6846 2.1 -1.5 0.1
C 6.2174 -0.1799 -3.6809 0.0 -0.2 0.2
C 5.1967 0.7234 -4.3216 2.3 1.8 -0.7
H 5.5503 -1.9854 -2.8877 -0.8 -0.4 0.3
H 5.6561 -0.7430 -1.6593 -0.4 0.2 0.0
H 6.7288 -0.7488 -4.4573 0.0 -0.6 0.5
H 6.9466 0.3667 -3.0829 0.1 0.1 -0.4
H 5.3700 0.9158 -5.3804 -0.9 -0.9 -0.3
H 5.6593 1.6616 -4.0153 -1.6 0.9 0.7
O -6.5663 3.0354 0.7316 2.0 -2.4 -1.6
C -5.6544 2.5319 0.0412 -2.4 3.3 3.6
O -4.8815 1.4990 0.4640 -1.8 0.8 -0.4
C -3.7568 1.3959 -0.3812 1.5 -0.5 0.9
C -3.9703 2.3171 -1.5217 0.9 0.4 -2.0
C -5.1250 3.2486 -1.1477 1.1 -1.5 -2.1
H -3.6536 0.3583 -0.6988 0.1 0.0 0.2
H -2.8893 1.6974 0.2058 0.1 -0.3 0.2
H -4.0667 1.6518 -2.3798 -0.8 0.5 -0.4
H -3.1139 2.9341 -1.7936 0.3 -0.3 0.4
H -5.8191 3.3062 -1.9862 -0.4 0.0 0.4
H -4.7008 4.2489 -1.0611 -0.5 0.0 1.0
```
Positions in Å, forces in eV/Å.

The value obtained for the HOMO-LUMO gap is 8.88 eV. As for the highest occupied orbital energy: -0.3246 Eh. The LUMO energy comes out at 0.0018 Eh.

---

| no. | maximum force (eV/A) |
| --- | --- |
| 1 | 5.0 |
| 2 | 5.6 |